C2H7N3O | ωB97M-V/def2-TZVPD

Each line ends with the natural charge from an NBO analysis.
CARTESIAN COORDINATES (ANGSTROEM)
C  0.0277  -1.9684  -0.4872  -0.49
N  0.4484  -1.1923  0.5671  -0.24
N  -0.3983  -0.6638  1.3163  0.17
O  -1.6498  -0.8763  1.3864  -0.51
H  0.7088  -1.8837  -1.2792  0.21
H  0.0399  -3.0841  -0.3587  0.22
H  -1.0684  -1.8211  -0.8646  0.21
H  0.1666  -0.0100  1.9331  0.41
C  -0.2691  2.1417  0.2621  -0.02
N  0.6753  1.5547  0.7898  -0.64
H  -1.2102  1.7381  0.4767  0.18
H  -0.1260  2.9460  -0.5390  0.15
H  1.6452  1.8334  0.5825  0.36

Cartesian forces (eV/Å) of the 6 atoms listed first:
C -3.6 -2.7 -1.7
N 0.6 0.9 1.0
N 0.0 -1.4 0.9
O 1.6 0.8 -0.1
H 0.9 0.6 -1.3
H 0.0 0.7 0.8

SMILES: C/N=[NH+]\[O-].C=N
2S+1: 1
ΔE to the lowest compared entry with this formula, charge and spin (kcal per mole): 121.4
Energy (Ha): -319.75632
HOMO-LUMO gap (Ha): 0.37658
HOMO (eV): -9.2